[1]
Formula: C11H15N2O2
Source: OMol25
Level of theory: wB97M-V/def2-TZVPD

The relative energy (zero: lowest compared OMol25 entry of this formula, charge and spin) is 777.04 kJ/mol. The frontier orbital gap comes out at 4.756 eV. The molar mass comes out at 207.25 g/mol.

The geometry in ORCA input format:
```
! wB97M-V def2-TZVPD RIJCOSX def2/J DEFGRID3
* xyz -1 1
C 1.3530 0.8092 1.9373
O 1.5205 1.8971 1.0023
C 2.2108 1.4890 -0.2111
N 1.3193 1.8808 -1.3594
C 1.5583 0.9966 -2.5230
C 0.4135 -0.1558 -2.7068
C 0.5614 -1.3748 -1.6854
O 1.7412 -1.7789 -1.4403
N -0.5506 -2.1082 -1.0307
C -1.2092 -1.3258 0.0320
C -1.2121 -1.9653 1.4725
C -1.9254 -1.2143 2.6516
C -2.6604 0.1519 2.4730
C -2.6357 0.7919 1.0436
C -1.9211 0.0379 -0.1371
H 2.0770 0.9518 2.8120
H 1.3869 -0.2334 1.4740
H 0.2879 0.9222 2.3850
H 2.4848 0.3779 -0.2578
H 3.2190 2.0739 -0.2669
H 1.5846 1.6512 -3.4832
H 2.6057 0.5196 -2.4053
H -0.6211 0.3234 -2.7422
H 0.6047 -0.5983 -3.7654
H -1.2143 -2.5136 -1.7037
H -0.6947 -2.9686 1.6702
H -1.9521 -1.6953 3.6988
H -3.2025 0.7024 3.3229
H -3.1561 1.8075 0.8941
H -1.9733 0.5479 -1.1508
*
```

These are the Mulliken partial charges, in e, on atoms 1 to 4:
1. C -0.33
2. O -0.30
3. C -0.16
4. N -0.67

---

[2]
Formula: C11H15N2O2
Source: OMol25
Level of theory: wB97M-V/def2-TZVPD

The relative energy (zero: lowest compared OMol25 entry of this formula, charge and spin) is 147.65 kJ/mol. The frontier orbital gap (spin up / spin down) comes out at 7.286 / 7.287 eV. The molar mass comes out at 207.25 g/mol.

The geometry in ORCA input format:
```
! wB97M-V def2-TZVPD RIJCOSX def2/J DEFGRID3
* xyz 1 1
C -3.8973 -2.7606 0.0113
C -3.7494 -2.3420 1.3706
C -2.8843 -2.5343 -0.8275
C -2.5825 -1.9095 1.9481
C -1.6586 -1.9774 -0.3146
C -1.4631 -1.6772 1.1148
C -0.6744 -1.8690 -1.2370
C 1.9773 2.8827 -1.4007
C 1.2330 1.5750 -1.4389
C 3.1117 2.5444 -0.4431
C 2.2654 1.5786 0.3654
N -0.3515 -1.1456 1.6860
N 1.3497 0.9199 -0.1768
O 3.6644 3.5361 0.2646
O 2.7242 1.2767 1.6250
H -4.6977 -3.2264 -0.3804
H -4.5721 -2.2545 2.0067
H -2.8834 -2.9886 -1.8203
H -2.6209 -1.4590 2.9129
H 0.2793 -1.8141 -0.7442
H -0.5929 -2.2062 -2.2632
H 2.1778 3.2798 -2.3762
H 1.2572 3.5632 -0.8854
H 0.3472 1.6418 -1.9506
H 1.8250 0.9597 -2.1243
H 3.9633 1.8951 -0.7896
H -0.5512 -0.8059 2.5540
H 0.3475 -0.6614 1.1318
H 3.0983 4.2275 0.5904
H 3.5582 1.7511 1.5911
*
```

These are the Mulliken partial charges, in e, on atoms 1 to 4:
1. C -0.70
2. C -0.37
3. C -0.60
4. C -0.69

---

[3]
Formula: C11H15N2O2PdS2
Source: OMol25
Level of theory: wB97M-V/def2-TZVPD

The relative energy (zero: lowest compared OMol25 entry of this formula, charge and spin) is 24.74 kJ/mol. The frontier orbital gap comes out at 6.759 eV. The molar mass comes out at 377.81 g/mol.

The geometry in ORCA input format:
```
! wB97M-V def2-TZVPD RIJCOSX def2/J DEFGRID3
* xyz -1 1
Pd -1.7650 -0.1672 0.5686
O -0.2630 2.7472 1.2981
C 0.2315 2.1938 2.4937
C 1.2235 1.0706 2.2822
C 2.2498 0.8088 3.1756
C 3.0570 -0.2993 2.9604
C 2.8143 -1.1060 1.8666
C 1.7737 -0.7597 1.0175
N 1.0063 0.3054 1.2086
H -0.6965 2.0084 0.8286
H -0.5908 1.7837 3.0969
H 0.6933 3.0016 3.0653
H 2.4052 1.4581 4.0285
H 3.8597 -0.5359 3.6484
H 3.3868 -2.0053 1.6878
H 1.5329 -1.3743 0.1574
O -3.0344 1.2824 -2.1145
S -2.0376 0.3529 -1.5137
C -0.4876 0.7553 -2.3698
C -0.7204 0.3230 -3.8071
C -1.2634 -1.1078 -3.7128
C -2.1943 -1.1885 -2.4921
H 0.2981 0.1829 -1.8707
H -0.3136 1.8200 -2.2249
H 0.1928 0.3665 -4.4038
H -1.4569 0.9877 -4.2610
H -0.4234 -1.7910 -3.5672
H -1.7734 -1.4115 -4.6276
H -1.9611 -2.0163 -1.8253
H -3.2520 -1.2286 -2.7477
S -1.9255 -1.1198 2.8065
C -0.6998 -2.2651 2.7054
N 0.1336 -3.0718 2.6417
*
```

These are the Mulliken partial charges, in e, on atoms 1 to 4:
1. Pd -0.38
2. O -0.52
3. C -0.61
4. C 0.67

---

[4]
Formula: C11H15N2OS
Source: OMol25
Level of theory: wB97M-V/def2-TZVPD

The relative energy (zero: lowest compared OMol25 entry of this formula, charge and spin) is 125.38 kJ/mol. The frontier orbital gap comes out at 8.391 eV. The molar mass comes out at 223.32 g/mol.

The geometry in ORCA input format:
```
! wB97M-V def2-TZVPD RIJCOSX def2/J DEFGRID3
* xyz 1 1
C -4.7209 -0.0519 0.1972
C -4.1963 0.6177 -0.9308
C -3.8319 -0.5980 1.1807
C -2.7756 0.8084 -1.0289
C -2.4935 -0.3358 1.0859
C -1.9685 0.3075 -0.0494
C 0.4465 -0.5293 -0.2839
C 2.6622 -1.4421 0.4016
C 2.0302 0.9245 0.9312
C 3.7872 -0.8834 -0.4964
C 3.1891 1.3197 -0.0408
N 1.5505 -0.3697 0.3895
N -0.6071 0.6799 -0.0939
O 4.2534 0.4118 0.0472
S 0.0362 -1.7448 -1.2943
H -5.6859 0.0325 0.6744
H -4.7321 1.1084 -1.6585
H -4.3346 -1.0280 1.9591
H -2.4042 1.4038 -1.8842
H -1.6749 -0.5870 1.7800
H 2.2389 -2.4077 -0.0236
H 2.9856 -1.7117 1.5182
H 2.4918 0.7136 1.9476
H 1.1585 1.5869 1.0042
H 4.5824 -1.5577 -0.4614
H 3.3265 -0.6593 -1.6130
H 2.7706 1.4790 -1.0402
H 3.4739 2.3597 0.2821
H -0.4996 1.2508 -0.9201
H -1.0585 -1.0977 -1.5795
*
```

These are the Mulliken partial charges, in e, on atoms 1 to 4:
1. C -0.42
2. C -0.70
3. C -0.63
4. C 0.00

---

[5]
Formula: C11H15NO5
Source: OMol25
Level of theory: wB97M-V/def2-TZVPD

The relative energy (zero: lowest compared OMol25 entry of this formula, charge and spin) is 68.67 kJ/mol. The frontier orbital gap comes out at 9.210 eV. The molar mass comes out at 241.24 g/mol.

The geometry in ORCA input format:
```
! wB97M-V def2-TZVPD RIJCOSX def2/J DEFGRID3
* xyz 0 1
C 2.3456 -1.7306 0.3685
C 3.3133 -0.8347 -0.3644
O 4.4670 -1.1285 -0.5235
O 2.8159 0.3031 -0.9208
C 1.8403 1.0324 -0.1669
C 0.6323 1.3142 -1.0467
C -0.3192 2.3519 -0.4503
C -1.3330 1.8552 0.6291
C -1.2187 0.4276 1.0400
C -1.7020 -0.6910 0.4803
C -2.5536 -0.8592 -0.7375
N -1.7660 -1.2852 -1.9037
C -1.2445 -1.8389 1.3079
O -1.2437 -2.9984 1.0385
O -0.6918 -1.3373 2.4730
C -0.4816 0.0205 2.2712
O 0.2438 0.6618 2.9674
H 2.3398 -1.4542 1.4273
H 1.3234 -1.6548 -0.0001
H 2.7213 -2.7481 0.3046
H 1.5713 0.5006 0.7430
H 2.2962 1.9787 0.1363
H 0.1320 0.3786 -1.3005
H 1.0297 1.7109 -1.9856
H 0.2868 3.1521 -0.0216
H -0.8797 2.8021 -1.2697
H -2.3498 2.0523 0.2846
H -1.1995 2.4691 1.5217
H -3.3349 -1.5866 -0.4988
H -3.0622 0.0851 -0.9387
H -1.9896 -2.2378 -2.1585
H -1.9889 -0.7110 -2.7058
*
```

These are the Mulliken partial charges, in e, on atoms 1 to 4:
1. C -0.75
2. C 0.61
3. O -0.58
4. O -0.34

---

[6]
Formula: C11H15NOS
Source: OMol25
Level of theory: wB97M-V/def2-TZVPD

The relative energy (zero: lowest compared OMol25 entry of this formula, charge and spin) is 595.69 kJ/mol. The frontier orbital gap comes out at 8.771 eV. The molar mass comes out at 209.31 g/mol.

The geometry in ORCA input format:
```
! wB97M-V def2-TZVPD RIJCOSX def2/J DEFGRID3
* xyz 0 1
C -1.7407 -0.4545 -1.7343
C -2.4888 0.7489 -2.2656
C -1.8723 0.1835 -0.3531
C -0.3369 0.2434 -0.3227
C -0.2454 -0.3590 -1.5228
C -2.5269 1.3031 -1.0624
C 0.5271 0.8263 0.6628
C 0.9436 -0.9186 -2.2725
C -0.0725 -1.1115 2.1676
C 2.1674 -1.0981 0.9979
C 1.0963 -0.2362 1.6708
N -0.1496 1.8193 1.4666
O 1.5008 3.7899 1.0899
S 0.2671 3.2435 1.6344
H -2.1330 -1.3927 -1.9900
H -2.8534 1.0073 -3.2020
H -2.3768 -0.3205 0.5415
H 1.3855 1.2206 0.1554
H 0.8995 -0.4788 -3.3245
H 1.9812 -0.5864 -1.8261
H 0.8962 -2.0070 -1.9848
H 0.4587 -1.9213 2.8079
H -0.6186 -1.4502 1.2131
H -0.7346 -0.6694 2.8388
H 1.6725 -1.7294 0.1427
H 2.7436 -1.6439 1.8024
H 2.8807 -0.3231 0.6514
H 1.5267 0.1452 2.6356
H -2.7973 2.1697 -0.6179
*
```

These are the Mulliken partial charges, in e, on atoms 1 to 4:
1. C -0.15
2. C -0.80
3. C 0.27
4. C -0.86

---

[7]
Formula: C11H15NPtS
Source: OMol25
Level of theory: wB97M-V/def2-TZVPD

The frontier orbital gap comes out at 6.677 eV. The molar mass comes out at 388.39 g/mol.

The geometry in ORCA input format:
```
! wB97M-V def2-TZVPD RIJCOSX def2/J DEFGRID3
* xyz 0 1
Pt 0.0551 -0.0083 -1.4508
C 0.1782 -1.0190 0.6205
C 1.1266 0.0101 0.5076
C 0.4231 1.3268 0.4803
C -0.9243 1.0800 0.4199
C -1.0808 -0.3889 0.3295
C -2.3945 -1.0907 0.2713
C -2.0448 2.0645 0.3720
C 1.1217 2.6425 0.5179
C 2.6085 -0.1231 0.6076
C 0.4160 -2.4778 0.8305
H -2.7898 -1.2177 1.2834
H -2.2937 -2.0768 -0.1792
H -3.1245 -0.5280 -0.3075
H -2.4932 2.1999 1.3597
H -2.8338 1.7318 -0.3016
H -1.7021 3.0367 0.0214
H 1.4306 2.8880 1.5376
H 0.4777 3.4434 0.1590
H 2.0194 2.6329 -0.0995
H 2.9386 0.0902 1.6282
H 3.1124 0.5794 -0.0552
H 2.9359 -1.1268 0.3445
H -0.2446 -3.0825 0.2105
H 0.2416 -2.7538 1.8739
H 1.4386 -2.7536 0.5786
S 0.0622 -0.2325 -3.6479
C 0.5158 -1.8759 -3.8616
N 0.8242 -2.9709 -4.0506
*
```

These are the Mulliken partial charges, in e, on atoms 1 to 4:
1. Pt 0.35
2. C 0.37
3. C 0.63
4. C 0.69

---

[8]
Formula: C11H15NS
Source: OMol25
Level of theory: wB97M-V/def2-TZVPD

The relative energy (zero: lowest compared OMol25 entry of this formula, charge and spin) is 449.81 kJ/mol. The frontier orbital gap (spin up / spin down) comes out at 5.783 / 7.372 eV. The molar mass comes out at 193.32 g/mol.

The geometry in ORCA input format:
```
! wB97M-V def2-TZVPD RIJCOSX def2/J DEFGRID3
* xyz 0 1
C -0.4975 -3.8729 0.7708
C -0.9742 -2.6814 1.3658
C 0.4666 -3.8186 -0.1517
C -0.4737 -1.4280 1.0980
C 1.1095 -2.5652 -0.4542
C 0.7298 -1.3811 0.2863
C 1.2714 1.4414 0.1075
C -1.1292 1.2026 -0.8370
C 0.2400 3.1085 -1.2313
C -0.6244 2.6495 1.0636
C -0.0890 2.0621 -0.2014
N 2.0759 -2.3317 -1.2327
S 1.9522 -0.1453 0.0808
H -0.9647 -4.7931 1.1177
H -1.9087 -2.8408 1.8046
H 0.7251 -4.6586 -0.7252
H -0.7352 -0.5049 1.6223
H 2.0008 2.1318 0.5784
H -1.5871 0.6228 -0.1864
H -1.0738 0.5372 -1.7353
H -1.9053 1.9763 -1.1143
H 0.9542 2.5701 -1.8726
H -0.7016 3.3035 -1.7919
H 0.7612 4.0704 -0.8650
H -1.2261 3.4808 0.7556
H 0.2108 3.0803 1.6541
H -1.0249 1.9969 1.7825
H 2.4180 -3.2127 -1.6893
*
```

These are the Mulliken partial charges, in e, on atoms 1 to 4:
1. C -0.40
2. C -0.71
3. C -0.56
4. C -0.19

---

no.,maximum force (eV/Å)
1,4.93
2,4.39
3,0.33
4,5.46
5,0.64
6,3.36
7,0.33
8,4.87